# C35H51LaNP2

A structure of composition C35H51LaNP2 in a non-equilibrium geometry (ωB97M-V/def2-TZVPD, the OMol25 dataset).

LUMO energy: -3.0 eV
energy: -2132.96207 hartree
energy above the lowest of the compared OMol25 structures with the same formula, charge and spin: 0.00 kcal per mole
charge: +1
highest occupied orbital energy: -9.09 eV
orbital gap: 6.07 eV

Geometry (Å):
1 H -3.305 0.399 -3.286
2 C -2.681 1.291 -3.432
3 C 0.585 2.406 3.449
4 H 0.276 -2.807 4.587
5 H -2.015 -1.089 -3.372
6 C 2.110 2.713 -1.154
7 C -1.844 1.236 -4.671
8 H -3.429 1.117 -0.064
9 C -0.479 0.963 -1.448
10 C 1.673 -4.251 -0.224
11 H 2.197 0.615 4.698
12 H 1.913 -1.125 4.928
13 H -1.247 -3.127 3.735
14 H -2.782 -2.323 -2.311
15 C -1.929 -1.634 -2.424
16 C 1.431 -4.837 -1.459
17 H -1.334 0.262 -4.740
18 C -1.625 -0.574 2.931
19 C -2.885 3.799 -3.266
20 C 4.463 -3.088 1.131
21 C 3.145 -3.181 3.163
22 H -3.594 -0.688 2.092
23 H -1.330 3.680 -0.707
24 H -0.068 2.028 -5.590
25 H -0.080 4.366 0.372
26 H 0.408 4.217 -2.154
27 H -1.756 5.139 -1.993
28 H 1.456 -2.039 -3.434
29 H 2.128 -0.987 -1.253
30 C -0.059 1.083 3.262
31 H 4.559 -2.783 0.087
32 C -2.918 -1.275 2.725
33 C -0.266 -2.639 3.647
34 C -0.417 -1.191 3.358
35 C -1.422 0.836 2.931
36 H 0.067 3.189 2.888
37 H 6.404 -4.003 1.218
38 P -1.887 -0.516 -0.991
39 H 2.632 3.363 -0.432
40 H -2.762 -2.249 2.234
41 H -4.127 0.333 -1.510
42 H 1.166 -4.517 -3.578
43 P 0.561 2.165 -0.366
44 C -1.589 4.567 -2.918
45 H -3.454 2.351 -1.751
46 H 2.227 -2.948 3.696
47 C 1.890 -0.311 4.190
48 C 5.351 -4.180 3.106
49 C -0.793 2.362 -4.827
50 C -0.627 3.452 0.101
51 C -3.523 0.168 -0.612
52 C 1.517 -2.659 -2.536
53 C -0.036 2.680 -3.576
54 H -1.423 5.331 -3.698
55 C 3.250 -2.800 1.807
56 N 2.174 -2.236 1.100
57 C 1.797 -2.045 -1.307
58 C 1.870 -2.853 -0.130
59 H 0.285 -3.155 2.847
60 H 1.313 -5.918 -1.525
61 H 2.760 1.838 -1.330
62 H -3.734 4.366 -2.842
63 H -2.122 2.848 2.682
64 H 2.661 -0.538 3.438
65 H 0.111 0.540 -2.271
66 H 6.158 -4.720 3.603
67 C 0.547 -0.165 3.577
68 C 1.349 -4.042 -2.614
69 H 2.015 3.251 -2.103
70 C -0.349 3.727 -2.775
71 H -2.507 1.275 -5.555
72 H -1.172 1.691 -1.851
73 H -1.277 3.261 -5.238
74 H 0.896 2.122 -3.454
75 H -1.009 -2.237 -2.461
76 H -3.025 3.808 -4.357
77 H 0.595 2.701 4.513
78 H 1.629 2.389 3.105
79 H -3.081 1.873 3.794
80 H 4.051 -4.174 4.838
81 H 1.752 -4.848 0.688
82 H -3.440 -1.469 3.681
83 H -1.219 3.134 0.968
84 C -2.941 2.408 -2.713
85 H -4.062 -0.537 0.041
86 C -2.506 1.839 2.853
87 C 5.488 -3.778 1.769
88 C 4.173 -3.873 3.795
89 La 0.320 -0.381 0.624
90 H -3.220 1.607 2.052

Mulliken atomic charge list, values in e, 2 entries: H 1.32; C -0.46



# C35H52AsCoOP3

A structure of composition C35H52AsCoOP3 in a non-equilibrium geometry (ωB97M-V/def2-TZVPD, the OMol25 dataset).

LUMO energy (spin up / spin down): -8.2 / -11.6 eV
energy: -6081.66168 hartree
⟨S²⟩: 6.038
2S+1: 5
energy above the lowest of the compared OMol25 structures with the same formula, charge and spin: 0.00 kcal per mole
charge: +3
highest occupied orbital energy (spin up / spin down): -14.70 / -15.10 eV
orbital gap (spin up / spin down): 6.54 / 3.51 eV

Geometry (Å):
1 H -2.658 1.566 6.506
2 H 3.659 0.545 -1.806
3 C 0.096 0.227 -8.027
4 H -3.097 -0.528 0.418
5 H -0.710 3.395 2.297
6 C 0.883 -0.315 3.731
7 H -2.699 -1.748 -0.805
8 H -3.261 0.111 3.140
9 H -4.934 -1.688 3.156
10 H 1.461 1.762 4.040
11 C -3.587 -3.203 2.370
12 H -1.216 -3.065 -0.634
13 H 1.528 -2.417 -3.555
14 H -2.442 4.039 6.223
15 C -0.397 0.263 -6.697
16 H 4.288 -1.417 1.546
17 H 1.474 -3.348 0.306
18 H 2.890 -0.981 2.595
19 H 0.545 -1.347 -6.069
20 C -1.097 2.979 3.230
21 H 2.350 -0.941 -2.975
22 C 2.721 -0.894 5.770
23 P 0.704 -1.783 -1.372
24 C -1.637 -1.187 2.456
25 H -1.483 -2.442 -2.299
26 H 3.896 -1.198 -1.474
27 C 1.891 -1.895 5.255
28 H -1.825 1.173 -5.390
29 H 3.449 -1.132 6.545
30 C -2.261 -3.495 2.033
31 C 2.573 0.417 5.306
32 H -1.841 2.864 -1.157
33 C 1.636 0.720 4.317
34 C 3.881 -0.197 -1.030
35 H 0.713 -0.839 -3.651
36 H 0.351 -0.722 -8.515
37 C -1.682 1.096 4.639
38 H 2.858 -2.722 -0.648
39 C -2.960 -0.897 2.829
40 H -0.408 -3.843 -2.017
41 H -2.521 0.869 -3.378
42 H -0.026 3.627 -8.493
43 As -0.293 0.233 2.200
44 C -1.274 -2.510 2.136
45 C -1.528 3.841 4.252
46 H 1.410 2.538 0.791
47 C 3.195 -1.315 1.597
48 H 3.335 2.302 0.699
49 H -3.830 -0.420 -1.228
50 H 3.192 1.209 5.724
51 P -1.563 0.418 -1.195
52 C -0.225 2.646 -8.046
53 Co 0.438 0.062 -0.269
54 H 4.875 0.028 -0.621
55 C 3.470 1.359 1.238
56 H -1.422 4.916 4.130
57 H -4.362 -3.965 2.285
58 C 1.078 2.035 -1.317
59 C -2.931 -0.691 -0.655
60 C 0.214 1.457 -8.682
61 C -2.091 3.358 5.441
62 H -0.226 -2.780 1.988
63 C -0.749 -2.880 -1.613
64 H -2.504 2.057 0.325
65 C 0.688 2.417 -0.023
66 C -0.962 2.583 -6.840
67 P 2.664 -0.045 0.361
68 H 0.653 1.523 -9.692
69 C -2.400 2.001 -0.767
70 H 0.254 -2.403 3.955
71 C -1.176 1.337 -6.243
72 H 2.740 -2.290 1.432
73 O 0.024 -0.596 -5.692
74 H -3.403 1.980 -1.220
75 C 1.385 -1.458 -3.045
76 H 4.543 1.136 1.284
77 C -2.193 1.974 5.605
78 H -0.286 2.877 0.122
79 H 2.129 1.905 -1.594
80 H 0.420 2.282 -2.161
81 H 1.769 -3.962 -1.339
82 C -3.920 -1.920 2.822
83 H -1.727 0.020 4.839
84 H -1.393 3.474 -6.364
85 H -1.992 -4.492 1.690
86 C 1.821 -3.073 -0.699
87 C -1.148 1.590 3.438
88 C 0.937 -1.610 4.268
89 H -0.752 1.064 -3.416
90 H 1.975 -2.919 5.623
91 C -1.571 0.435 -3.039
92 H 3.082 1.437 2.262
93 H -1.473 -0.575 -3.461

Mulliken atomic charge list, values in e, 2 entries: H 0.43; H 0.25



# C35H52AsP3SeTc

A structure of composition C35H52AsP3SeTc in a non-equilibrium geometry (ωB97M-V/def2-TZVPD, the OMol25 dataset).

LUMO energy (spin up / spin down): -14.1 / -15.3 eV
energy: -7105.26083 hartree
⟨S²⟩: 4.112
2S+1: 4
charge: +4
highest occupied orbital energy (spin up / spin down): -17.29 / -17.61 eV
orbital gap (spin up / spin down): 3.22 / 2.30 eV

Geometry (Å):
1 Tc 0.620 0.105 -0.270
2 C -1.073 -3.763 -7.326
3 C 2.711 3.348 3.246
4 H 0.215 -4.190 0.287
5 H -2.434 0.125 -2.016
6 C -0.251 -1.514 6.273
7 H -0.918 -0.200 0.156
8 H -2.080 2.834 3.240
9 H 0.161 0.875 -3.806
10 Se 1.363 -1.453 -4.114
11 H -3.659 -3.118 -0.404
12 H 3.719 3.251 3.654
13 H 3.118 -1.868 1.732
14 C -4.145 2.204 3.070
15 H 1.542 -1.817 2.554
16 C -5.015 1.179 2.679
17 C 2.471 -2.869 -0.984
18 H 0.432 5.712 2.304
19 H 3.024 1.025 -3.040
20 C -0.625 3.366 -1.031
21 H -0.896 3.671 1.814
22 C 1.052 -2.961 -6.467
23 H 2.376 3.167 0.443
24 H 2.742 5.509 3.227
25 P 2.785 0.996 -0.600
26 H 3.456 -2.387 -0.930
27 H 4.586 1.302 -2.218
28 C 0.868 4.730 2.489
29 H 3.970 3.088 -0.341
30 H 0.285 1.543 4.845
31 P -0.540 1.616 -1.580
32 H -6.089 1.274 2.856
33 H -5.173 -0.789 1.785
34 C -0.158 -0.281 3.764
35 As -0.285 0.652 2.006
36 H 0.296 0.426 7.064
37 H 0.981 2.380 -3.316
38 H -0.864 -3.292 5.200
39 H 2.116 -2.818 -2.028
40 C 4.103 0.469 0.559
41 C 3.654 0.720 -2.197
42 H 2.167 -3.368 1.929
43 H 2.514 3.309 -1.341
44 C -4.506 0.026 2.071
45 C -3.193 -2.379 -2.340
46 C -2.764 2.073 2.877
47 H -0.796 4.027 -1.894
48 H -1.646 -4.270 -8.106
49 H 2.367 1.208 3.191
50 C 0.405 -2.414 -5.327
51 C 2.161 4.611 3.003
52 H -1.492 -2.209 -4.309
53 C 0.322 -3.618 -7.452
54 C -2.272 0.945 2.219
55 C 0.090 0.472 4.920
56 H 0.310 3.674 -0.548
57 H -2.743 -0.978 1.334
58 H 3.787 0.601 1.601
59 H -4.244 -1.381 -0.778
60 C -0.558 -1.622 3.867
61 H -0.264 -2.000 7.251
62 H -2.668 -3.286 -2.666
63 C 2.911 2.813 -0.446
64 C 0.661 2.325 2.474
65 H -1.445 3.504 -0.315
66 H 3.899 -0.343 -2.324
67 C -2.311 1.170 -1.706
68 C -0.580 -2.243 5.121
69 C -3.698 -2.274 -1.102
70 H -2.789 1.279 -0.723
71 P 1.288 -2.034 0.120
72 H -4.536 3.107 3.542
73 H 4.992 1.095 0.390
74 C 2.107 -2.288 1.741
75 H -0.729 2.447 -3.852
76 H 2.127 -2.830 -6.558
77 C 0.018 1.850 -3.308
78 C -3.136 -0.088 1.825
79 C -0.142 -3.161 0.134
80 H -0.685 -3.093 -0.819
81 C 0.070 -0.158 6.170
82 C -0.998 -2.602 -5.195
83 C 0.114 3.585 2.214
84 H 2.563 -3.919 -0.671
85 C 1.961 2.198 2.980
86 H 4.382 -0.580 0.389
87 C -1.722 -3.253 -6.189
88 H -2.804 -3.368 -6.082
89 H -0.862 -2.180 2.976
90 H -0.840 -2.896 0.938
91 H -2.808 1.835 -2.426
92 H 0.838 -4.019 -8.330
93 H -3.262 -1.544 -3.049

Mulliken atomic charge list, values in e, 2 entries: Tc -0.82; C -0.44



# C35H52AuOP4

A structure of composition C35H52AuOP4 in a non-equilibrium geometry (ωB97M-V/def2-TZVPD, the OMol25 dataset).

LUMO energy (spin up / spin down): -7.3 / -10.8 eV
energy: -2940.20715 hartree
⟨S²⟩: 2.043
2S+1: 3
energy above the lowest of the compared OMol25 structures with the same formula, charge and spin: 40.31 kcal per mole
charge: +3
highest occupied orbital energy (spin up / spin down): -15.86 / -15.61 eV
orbital gap (spin up / spin down): 8.57 / 4.81 eV

Geometry (Å):
1 H 3.067 -0.022 2.233
2 H -3.254 0.846 1.548
3 H -0.801 3.038 3.338
4 H -2.859 -3.213 -2.060
5 H -3.984 -1.360 2.961
6 H 1.491 -3.601 -3.431
7 H 5.555 -4.163 -0.602
8 C 0.844 5.370 1.446
9 H 1.288 -2.676 0.212
10 H 0.596 0.152 -4.517
11 C 3.550 -3.394 -0.719
12 Au -0.224 -2.487 0.655
13 C 4.632 -4.626 -2.505
14 H 1.144 6.686 4.581
15 H 0.199 -6.070 0.041
16 C -2.295 0.425 1.212
17 C -3.092 4.045 -2.439
18 H -2.383 -5.396 1.317
19 C 0.857 5.991 3.790
20 C -3.064 -1.921 2.741
21 C -3.777 5.131 -1.880
22 H -2.999 -5.964 -0.260
23 H -1.676 0.331 -2.404
24 H 1.130 5.572 0.413
25 H 2.043 -3.647 3.147
26 H -3.358 3.678 -3.432
27 H -2.161 5.319 1.120
28 C 1.587 -2.764 3.614
29 H -3.488 -1.257 -1.037
30 H 1.204 0.072 4.145
31 H 3.439 -4.944 -4.289
32 H -2.069 0.817 0.209
33 H 0.670 -3.070 4.135
34 C 2.768 -0.935 1.699
35 H -4.628 -0.991 0.312
36 C 3.483 -4.490 -3.297
37 H 2.287 -2.334 4.345
38 P -2.413 -1.382 1.129
39 H 2.243 4.008 -3.674
40 C 2.223 3.514 -2.702
41 H -3.567 -4.411 0.417
42 H -4.119 -2.650 -0.105
43 H 3.547 -1.694 1.848
44 C 1.049 3.012 -0.639
45 H 0.783 0.245 -2.665
46 C 2.423 -3.222 -1.531
47 H 3.534 -2.973 0.284
48 P -0.401 3.022 0.480
49 C -2.064 3.427 -1.730
50 H 4.125 1.514 -0.693
51 P 1.172 -1.539 2.332
52 C 2.385 -3.767 -2.825
53 C -2.415 4.971 0.117
54 H -4.578 5.618 -2.440
55 C -0.236 3.942 3.101
56 C 3.275 2.112 -1.030
57 C 2.162 2.257 -0.206
58 C 4.662 -4.070 -1.220
59 H -1.537 2.575 -2.170
60 C -3.440 5.585 -0.601
61 C 1.205 6.259 2.462
62 H -3.981 6.423 -0.155
63 H 4.177 2.618 -2.931
64 C -1.218 0.272 -3.395
65 H -1.504 0.740 1.904
66 H 0.527 0.791 2.664
67 O 1.341 -2.500 -1.067
68 H 2.144 1.795 0.784
69 C 0.139 4.831 4.108
70 C 0.114 4.215 1.761
71 H -0.722 -6.421 -1.454
72 H 5.500 -5.168 -2.888
73 H 1.764 7.162 2.211
74 H -0.131 4.618 5.143
75 C -1.690 3.910 -0.459
76 H -1.160 -2.937 -2.530
77 H 2.688 -0.709 0.628
78 C 1.103 3.665 -1.881
79 H -1.926 -4.526 -2.840
80 C 0.114 0.218 -3.537
81 C -1.870 -3.680 -2.143
82 C -2.702 -5.076 0.315
83 H -1.905 0.222 -4.253
84 C 3.306 2.736 -2.284
85 C -0.173 -5.646 -0.901
86 C 0.542 -0.116 3.286
87 H 0.276 4.291 -2.215
88 P -1.299 -4.277 -0.520
89 C -3.789 -1.608 -0.041
90 H -3.290 -2.996 2.708
91 H -2.325 -1.737 3.531
92 H -0.468 -0.313 3.669
93 H 0.679 -5.301 -1.501

Mulliken atomic charge list, values in e, 2 entries: H 0.56; H 0.50



# C35H52BF4LaN17OS

A structure of composition C35H52BF4LaN17OS (ωB97M-V/def2-TZVPD, the OMol25 dataset).

LUMO energy: -2.6 eV
energy: -3225.36705 hartree
energy above the lowest of the compared OMol25 structures with the same formula, charge and spin: 10.11 kcal per mole
charge: +1
highest occupied orbital energy: -9.83 eV
orbital gap: 7.23 eV

Geometry (Å):
1 H 0.267 -2.746 6.383
2 N 0.389 -1.917 4.506
3 C 0.478 -2.000 3.165
4 N -1.621 8.196 2.742
5 H 1.443 -7.468 -2.571
6 H 0.232 -5.446 2.896
7 H 4.920 -1.007 1.909
8 C -0.901 2.886 2.478
9 C -1.583 -0.828 -3.916
10 C 4.988 -0.959 -4.396
11 C -1.098 4.086 3.073
12 N 0.428 -3.408 1.340
13 C -0.605 1.958 -1.558
14 H -1.765 -4.112 6.006
15 H -1.105 -0.469 -4.831
16 H -0.429 -2.339 -3.228
17 H -0.343 1.817 -2.608
18 H 0.874 6.714 2.356
19 C -1.899 5.845 0.001
20 H 2.455 5.192 1.375
21 H 1.026 -3.296 -3.309
22 C -1.504 -3.333 5.288
23 H -1.767 -3.673 4.286
24 H 0.568 -3.895 5.083
25 C 0.508 -4.638 0.954
26 N 3.957 0.184 -0.006
27 O 2.460 -1.518 0.014
28 C -0.018 -3.023 5.368
29 C 0.956 -4.142 -2.637
30 H -4.850 -1.976 -1.343
31 H -2.274 1.678 -0.249
32 N -2.412 0.320 -1.835
33 N 0.420 -3.236 2.688
34 C -3.823 -1.687 -1.572
35 H 2.141 0.832 -4.274
36 C -1.892 6.846 0.987
37 C -2.764 7.925 0.939
38 H 0.257 -0.980 4.851
39 C 0.536 -5.788 1.915
40 H -2.004 1.266 -3.656
41 F -2.441 -0.595 3.459
42 H -1.406 1.950 2.655
43 C 4.634 -1.884 -3.423
44 H -0.137 -6.582 1.585
45 C -3.683 -0.195 -1.319
46 H -2.099 -2.445 5.507
47 H 0.311 -0.904 -3.086
48 H -3.222 -2.516 0.184
49 H 1.282 5.611 0.124
50 C -2.401 0.316 -3.299
51 C -2.075 1.652 -1.322
52 N 6.201 -3.834 -2.743
53 C -2.803 6.006 -1.022
54 H -3.654 -1.910 -2.625
55 N -0.168 4.939 2.508
56 H 4.546 -3.446 2.273
57 C 1.226 -6.460 -2.240
58 N 4.162 -1.535 1.513
59 C 3.461 -0.984 0.508
60 C -3.679 8.075 -0.109
61 C 3.398 -1.776 -2.799
62 C 0.547 4.223 1.596
63 C 1.247 -5.401 -3.128
64 N -2.554 8.725 2.046
65 H -2.847 5.260 -1.806
66 C 5.516 -2.963 -3.044
67 C -3.683 7.111 -1.086
68 H 0.242 1.530 0.214
69 N -1.191 7.062 2.138
70 H 1.492 -5.533 -4.172
71 H 5.950 -1.024 -4.888
72 N 0.129 2.981 1.554
73 C 1.640 4.801 0.763
74 H -2.862 -3.438 -1.095
75 H -0.431 3.012 -1.319
76 H -0.118 6.575 3.810
77 C 2.870 0.063 -4.041
78 La -0.330 -1.459 -0.130
79 H 4.589 0.755 0.528
80 H -2.242 -1.642 -4.214
81 H -4.537 0.314 -1.789
82 H -1.255 4.978 0.045
83 H 3.123 -2.469 -2.014
84 H -1.791 4.419 3.827
85 H -3.740 -0.003 -0.251
86 H 1.220 1.186 -1.023
87 C 4.084 0.038 -4.709
88 H 1.541 -6.213 1.996
89 C -0.076 6.356 2.746
90 N -0.589 -1.374 -2.984
91 N 2.519 -0.820 -3.098
92 H -2.689 2.436 -1.788
93 H 0.986 -7.005 -0.188
94 H 2.039 4.011 0.130
95 C 0.955 -6.205 -0.910
96 H 2.908 -3.173 1.655
97 F -4.043 -1.047 1.853
98 H -4.351 8.923 -0.135
99 N -2.858 -2.477 -0.766
100 H -4.374 7.188 -1.915
101 F -2.046 -0.088 1.226
102 C 0.675 -4.907 -0.494
103 H 4.311 0.782 -5.459
104 N 0.253 1.094 -0.725
105 B -2.701 -0.987 2.181
106 F -2.089 -2.249 1.867
107 H -3.428 0.260 -3.676
108 S 0.789 -0.497 2.338
109 H 3.368 0.654 -0.669
110 H 3.370 -2.494 3.214
111 C 3.725 -2.732 2.212
112 N 0.639 -3.878 -1.364

Mulliken atomic charge list, values in e, 2 entries: H 0.47; N -0.18



- Which formula does entry 5 have?
  C35H52BF4LaN17OS



- What is the charge in the third record?
  +4